C42H100Br6Cl4O24P6 | the ωB97M-V functional and the def2-TZVPD basis

Computed properties:
- HOMO: -10.14 eV
- DFT total energy: -620406.928 eV

ORCA input file:
```
! wB97M-V def2-TZVPD RIJCOSX def2/J DEFGRID3
* xyz 0 1
C 31.192 22.920 13.460
C 29.931 23.712 13.338
O 29.114 23.272 12.350
P 27.579 22.981 12.840
O 26.652 24.158 12.935
O 27.813 22.234 14.224
C 26.759 21.790 15.052
C 26.343 20.347 14.681
O 27.159 21.813 11.789
C 26.703 22.150 10.518
C 25.158 22.388 10.556
H 31.788 22.808 12.555
H 31.947 23.452 14.039
H 30.975 21.933 13.871
H 29.521 23.916 14.327
H 30.220 24.693 12.961
H 27.166 21.705 16.060
H 25.951 22.513 15.164
H 25.560 19.926 15.311
H 25.985 20.186 13.664
H 27.217 19.697 14.731
H 27.204 23.016 10.086
H 26.918 21.253 9.937
H 24.906 23.201 11.237
H 24.885 22.636 9.530
H 24.694 21.488 10.959
C 20.081 21.938 17.427
C 19.974 21.194 18.720
O 20.412 22.019 19.774
P 20.300 21.598 21.349
O 21.606 21.740 22.074
O 19.067 22.526 21.897
C 18.897 22.613 23.301
C 17.891 23.638 23.716
O 19.708 20.099 21.315
C 20.080 19.140 22.286
C 19.137 17.862 22.186
H 20.103 21.381 16.490
H 19.355 22.751 17.461
H 20.979 22.549 17.328
H 18.979 20.774 18.873
H 20.689 20.387 18.566
H 18.763 21.597 23.672
H 19.823 22.959 23.761
H 18.336 24.633 23.727
H 16.943 23.623 23.179
H 17.528 23.454 24.727
H 21.104 18.941 21.972
H 19.999 19.526 23.303
H 19.084 17.642 21.119
H 19.605 16.925 22.489
H 18.170 18.137 22.608
C 14.857 15.810 15.484
C 14.164 16.987 16.270
O 14.720 17.139 17.506
P 13.815 18.019 18.583
O 13.420 19.405 18.183
O 12.524 17.061 18.916
C 12.656 15.740 19.335
C 11.270 15.143 19.509
O 14.694 17.895 19.935
C 15.537 18.958 20.512
C 16.584 19.551 19.638
H 14.463 15.745 14.469
H 15.912 16.048 15.350
H 14.737 14.857 15.999
H 14.310 17.913 15.713
H 13.112 16.828 16.509
H 13.131 15.234 18.495
H 13.238 15.635 20.251
H 10.708 15.603 20.322
H 10.649 15.319 18.631
H 11.209 14.067 19.670
H 14.894 19.792 20.793
H 16.021 18.587 21.415
H 16.973 20.462 20.092
H 17.373 18.830 19.425
H 16.084 19.680 18.678
C 20.665 16.416 12.129
C 19.246 16.332 12.495
O 18.905 15.112 13.189
P 18.779 13.658 12.349
O 20.104 13.019 11.983
O 17.960 12.692 13.368
C 16.747 13.207 13.996
C 15.826 12.050 14.462
O 17.701 13.948 11.171
C 17.319 12.830 10.427
C 16.813 13.291 9.026
H 20.808 17.321 11.538
H 21.259 16.343 13.040
H 20.935 15.515 11.578
H 19.038 17.184 13.144
H 18.642 16.388 11.589
H 17.134 13.779 14.840
H 16.272 13.908 13.310
H 16.276 11.328 15.143
H 14.899 12.435 14.886
H 15.533 11.474 13.584
H 18.145 12.147 10.226
H 16.537 12.279 10.949
H 17.321 14.153 8.593
H 16.848 12.534 8.242
H 15.740 13.481 8.996
C 23.320 18.389 13.788
C 22.776 18.040 15.218
O 21.436 18.455 15.248
P 20.549 17.856 16.476
O 21.258 17.897 17.774
O 20.195 16.332 15.950
C 19.069 15.731 16.422
C 19.294 14.784 17.672
O 19.109 18.586 16.582
C 18.308 18.763 15.448
C 17.357 19.869 15.748
H 24.397 18.547 13.748
H 23.178 17.627 13.022
H 22.843 19.301 13.427
H 22.867 16.968 15.395
H 23.310 18.599 15.986
H 18.272 16.416 16.711
H 18.658 15.168 15.584
H 20.053 14.022 17.497
H 19.540 15.457 18.494
H 18.400 14.205 17.902
H 18.862 19.054 14.556
H 17.794 17.872 15.087
H 17.032 20.279 14.792
H 16.599 19.708 16.515
H 17.871 20.766 16.094
C 21.190 21.882 13.403
C 19.822 22.509 13.743
O 19.225 22.957 12.550
P 17.595 23.143 12.303
O 16.779 23.282 13.534
O 17.520 24.424 11.295
C 18.254 24.503 10.103
C 19.261 25.707 10.165
O 17.192 21.960 11.308
C 16.783 20.694 11.708
C 17.962 19.768 11.851
H 21.056 21.088 12.668
H 21.887 22.656 13.081
H 21.554 21.348 14.281
H 19.183 21.868 14.351
H 20.013 23.344 14.417
H 18.882 23.627 9.939
H 17.523 24.694 9.317
H 19.703 25.701 11.162
H 20.036 25.670 9.400
H 18.692 26.625 10.017
H 16.126 20.574 12.570
H 16.135 20.306 10.922
H 18.415 19.577 10.878
H 18.759 20.244 12.424
H 17.718 18.840 12.366
Cl 23.784 20.851 17.424
C 23.770 20.240 19.133
C 23.896 21.415 20.098
Cl 25.456 22.269 19.778
H 24.557 19.520 19.357
H 22.811 19.722 19.173
H 23.944 21.128 21.148
H 23.082 22.131 19.985
Cl 18.775 8.875 16.556
C 18.910 10.482 15.804
C 20.393 11.005 15.664
Cl 21.192 11.271 17.254
H 18.455 11.188 16.498
H 18.396 10.416 14.845
H 20.337 11.980 15.180
H 21.008 10.365 15.032
C 22.487 14.851 19.510
Br 24.268 14.211 18.951
Br 22.574 16.430 20.777
Br 21.495 13.406 20.410
H 21.961 15.125 18.596
C 27.265 17.600 17.019
Br 27.325 16.655 15.296
Br 28.533 16.734 18.351
Br 25.374 17.561 17.667
H 27.659 18.608 16.881
*
```


C42H100F18N3O3P5 | the ωB97M-V functional and the def2-TZVPD basis

Computed properties:
- HOMO (spin up / spin down): -16.29 / -16.29 eV
- DFT total energy: -151138.179 eV
- Expectation value of S²: 0.754

ORCA input file:
```
! wB97M-V def2-TZVPD RIJCOSX def2/J DEFGRID3
* xyz 3 2
C -2.970 7.177 2.729
C -4.073 8.247 3.033
C -3.809 9.464 2.146
C -4.643 10.759 2.362
P -4.408 12.172 1.165
C -5.582 13.487 1.708
C -7.032 13.137 2.100
C -7.874 14.389 1.951
C -9.295 14.107 2.294
C -5.137 11.604 -0.412
C -5.678 12.699 -1.365
C -4.707 13.477 -2.177
C -5.433 14.595 -2.955
C -2.712 12.809 1.098
C -2.003 13.141 2.451
C -1.075 11.992 3.060
C 0.056 11.324 2.248
H -3.115 6.319 3.385
H -1.987 7.616 2.900
H -3.182 6.776 1.738
H -3.914 8.505 4.080
H -5.116 7.935 3.100
H -3.818 9.125 1.110
H -2.791 9.792 2.352
H -4.453 11.136 3.367
H -5.714 10.565 2.405
H -5.588 14.150 0.843
H -4.993 14.005 2.465
H -6.933 12.778 3.124
H -7.505 12.373 1.482
H -7.746 14.778 0.941
H -7.493 15.163 2.618
H -9.911 13.958 1.407
H -9.608 14.906 2.966
H -9.427 13.183 2.858
H -5.933 10.972 -0.019
H -4.394 10.904 -0.794
H -6.435 13.366 -0.954
H -6.378 12.239 -2.063
H -4.073 12.843 -2.797
H -3.893 13.888 -1.580
H -5.962 15.274 -2.286
H -6.215 14.162 -3.578
H -4.735 15.215 -3.518
H -2.848 13.716 0.510
H -2.068 12.108 0.565
H -2.679 13.480 3.235
H -1.303 13.969 2.342
H -1.631 11.235 3.613
H -0.495 12.473 3.847
H -0.233 10.904 1.285
H 0.703 10.578 2.710
H 0.633 12.165 1.864
C -18.329 9.299 -1.771
C -17.103 10.203 -1.784
C -15.929 9.651 -2.624
C -14.879 10.721 -2.995
P -13.468 10.976 -1.914
C -14.045 11.480 -0.200
C -14.822 12.794 -0.114
C -15.197 13.299 1.250
C -13.898 13.680 2.047
C -12.680 9.288 -1.684
C -12.399 8.450 -2.967
C -11.575 7.194 -2.759
C -12.459 5.987 -2.413
C -12.312 12.170 -2.568
C -11.397 13.003 -1.679
C -10.417 13.803 -2.443
C -10.075 15.120 -1.828
H -19.032 9.625 -1.005
H -18.229 8.255 -1.472
H -18.810 9.368 -2.747
H -16.750 10.370 -0.766
H -17.338 11.191 -2.178
H -16.301 9.205 -3.547
H -15.467 8.743 -2.236
H -15.417 11.646 -3.201
H -14.449 10.308 -3.907
H -13.176 11.554 0.454
H -14.637 10.678 0.241
H -15.814 12.728 -0.561
H -14.379 13.673 -0.581
H -15.925 12.633 1.713
H -15.745 14.219 1.044
H -14.096 14.194 2.987
H -13.265 14.358 1.475
H -13.334 12.767 2.234
H -13.475 8.813 -1.108
H -11.788 9.475 -1.086
H -11.671 9.091 -3.464
H -13.243 8.375 -3.653
H -10.873 7.164 -1.926
H -11.035 7.015 -3.689
H -13.425 6.011 -2.916
H -12.656 6.071 -1.344
H -12.102 4.969 -2.571
H -13.039 12.792 -3.089
H -11.761 11.580 -3.301
H -10.871 12.430 -0.915
H -11.953 13.714 -1.069
H -10.809 14.093 -3.418
H -9.499 13.290 -2.731
H -9.216 15.523 -2.363
H -9.746 15.080 -0.789
H -10.896 15.838 -1.825
C -3.268 7.986 -6.139
C -4.228 9.062 -6.662
C -4.186 9.081 -8.213
O -4.828 7.953 -8.757
C -4.864 8.041 -10.221
N -5.618 8.750 -6.182
H -5.781 8.845 -5.190
H -6.182 9.453 -6.639
H -5.850 7.832 -6.534
H -3.660 6.990 -6.344
H -3.045 8.133 -5.083
H -2.287 8.078 -6.606
H -4.029 10.034 -6.210
H -3.112 9.066 -8.403
H -4.549 10.040 -8.583
H -5.390 8.946 -10.524
H -5.573 7.337 -10.656
H -3.894 7.946 -10.708
C -5.243 7.948 -1.028
C -6.021 7.542 -2.320
O -5.451 7.309 -3.400
N -7.550 7.443 -2.180
H -7.907 7.822 -1.314
H -8.009 7.959 -2.917
C -8.064 6.035 -2.383
H -5.304 7.177 -0.261
H -5.581 8.870 -0.555
H -4.173 8.097 -1.175
H -7.530 5.510 -3.175
H -9.087 6.142 -2.744
H -8.077 5.434 -1.473
C -12.563 12.738 -8.617
C -11.549 13.843 -8.309
O -11.105 14.585 -9.189
N -11.160 14.116 -6.862
H -10.885 15.088 -6.884
H -11.892 14.077 -6.167
C -9.962 13.206 -6.473
H -13.368 12.489 -7.925
H -12.110 11.792 -8.914
H -13.063 13.035 -9.539
H -10.114 12.135 -6.609
H -9.777 13.434 -5.423
H -9.129 13.533 -7.096
P -9.231 8.598 1.067
F -9.815 7.116 0.827
F -9.428 8.910 -0.534
F -10.764 9.145 1.411
F -8.603 10.088 1.301
F -9.036 8.197 2.671
F -7.673 8.088 0.718
P -7.401 5.733 -6.471
F -7.561 4.689 -5.229
F -7.152 4.522 -7.595
F -8.972 5.950 -6.725
F -7.216 6.835 -7.673
F -7.586 6.948 -5.420
F -5.822 5.669 -6.433
P -8.291 10.445 -4.170
F -9.893 10.849 -4.178
F -7.927 12.028 -4.103
F -8.306 10.324 -2.578
F -6.697 10.056 -4.057
F -8.740 8.862 -4.173
F -8.187 10.450 -5.755
*
```


C42H100NOSSi | the ωB97M-V functional and the def2-TZVPD basis

Computed properties:
- HOMO: -11.94 eV
- ΔE to the lowest compared entry with this formula, charge and spin: 0.000 eV
- DFT total energy: -67423.223 eV

ORCA input file:
```
! wB97M-V def2-TZVPD RIJCOSX def2/J DEFGRID3
* xyz 1 1
C 2.039 -2.270 0.836
C 1.489 -1.725 -0.496
C 0.102 -1.103 -0.395
C 0.021 0.369 0.092
C 1.324 0.953 0.628
S -0.442 1.409 -1.303
C -0.427 3.123 -0.713
C -1.044 3.348 0.684
N -0.115 4.114 1.520
C -2.180 1.142 -1.738
C -2.973 0.250 -0.791
O -3.575 1.085 0.179
Si -5.063 0.602 0.826
C -5.738 2.110 1.713
C -4.910 -0.769 2.090
C -6.298 0.087 -0.498
H 1.288 -2.256 1.617
H 2.866 -1.650 1.170
H 2.436 -3.265 0.680
H 2.207 -1.075 -0.982
H 1.381 -2.577 -1.161
H -0.345 -1.156 -1.389
H -0.529 -1.714 0.238
H -0.712 0.421 0.893
H 1.683 0.354 1.452
H 2.058 0.984 -0.170
H 1.192 1.970 0.984
H 0.584 3.497 -0.786
H -1.008 3.653 -1.461
H -1.955 3.917 0.546
H -1.320 2.422 1.172
H -0.455 5.049 1.695
H 0.042 3.651 2.405
H -2.222 0.818 -2.770
H -2.651 2.116 -1.702
H -3.691 -0.304 -1.396
H -2.351 -0.496 -0.296
H -5.754 2.979 1.064
H -6.766 1.879 1.985
H -5.200 2.329 2.631
H -5.926 -1.024 2.383
H -4.426 -0.389 2.983
H -4.417 -1.674 1.748
H -7.287 0.359 -0.145
H -6.089 0.525 -1.468
H -6.289 -0.995 -0.587
C 5.655 -8.709 0.249
C 4.155 -8.801 0.514
C 3.359 -7.658 -0.114
C 3.716 -6.265 0.406
C 3.569 -6.084 1.916
C 2.139 -6.275 2.413
H 6.089 -7.804 0.676
H 6.175 -9.560 0.691
H 5.861 -8.713 -0.824
H 3.974 -8.840 1.591
H 3.781 -9.744 0.109
H 2.292 -7.844 0.039
H 3.513 -7.673 -1.198
H 3.079 -5.532 -0.104
H 4.742 -6.020 0.119
H 3.901 -5.075 2.179
H 4.235 -6.767 2.448
H 1.462 -5.568 1.926
H 2.081 -6.109 3.489
H 1.774 -7.283 2.217
C -8.185 7.982 2.294
C -7.664 6.701 1.651
C -7.035 5.732 2.652
C -5.806 6.272 3.385
C -4.663 6.726 2.478
C -4.085 5.599 1.628
H -7.385 8.553 2.767
H -8.649 8.628 1.548
H -8.936 7.757 3.054
H -6.946 6.951 0.865
H -8.493 6.191 1.153
H -6.772 4.805 2.131
H -7.786 5.453 3.396
H -5.435 5.495 4.062
H -6.099 7.109 4.024
H -3.868 7.138 3.106
H -4.991 7.542 1.830
H -3.709 4.788 2.258
H -3.256 5.968 1.017
H -4.832 5.183 0.949
C -0.874 11.676 4.989
C -1.882 11.565 6.129
C -1.572 10.433 7.107
C -1.593 9.031 6.496
C -2.908 8.643 5.823
C -4.096 8.614 6.780
H -0.857 10.775 4.374
H -1.120 12.513 4.335
H 0.134 11.840 5.377
H -2.888 11.443 5.718
H -1.894 12.506 6.684
H -2.281 10.479 7.938
H -0.585 10.604 7.547
H -1.371 8.305 7.285
H -0.781 8.938 5.768
H -2.791 7.649 5.380
H -3.124 9.322 4.993
H -3.921 7.908 7.595
H -5.005 8.306 6.260
H -4.287 9.594 7.217
C 10.327 -11.402 -3.742
C 9.749 -10.033 -3.396
C 8.412 -10.107 -2.660
C 7.276 -10.765 -3.445
C 6.958 -10.109 -4.788
C 6.493 -8.661 -4.659
H 9.672 -11.961 -4.412
H 11.292 -11.299 -4.240
H 10.478 -11.998 -2.840
H 9.645 -9.438 -4.308
H 10.461 -9.497 -2.764
H 8.113 -9.096 -2.366
H 8.553 -10.661 -1.727
H 6.374 -10.753 -2.824
H 7.510 -11.819 -3.612
H 6.174 -10.689 -5.280
H 7.829 -10.156 -5.448
H 5.597 -8.596 -4.037
H 6.251 -8.244 -5.638
H 7.261 -8.028 -4.213
C 1.740 0.133 -4.363
C 0.403 -0.500 -4.739
C 0.536 -1.641 -5.745
C 1.112 -1.234 -7.102
C 0.337 -0.133 -7.826
C -1.099 -0.524 -8.166
H 2.233 0.581 -5.225
H 1.598 0.923 -3.622
H 2.414 -0.612 -3.936
H -0.273 0.270 -5.125
H -0.068 -0.895 -3.830
H -0.446 -2.102 -5.888
H 1.173 -2.420 -5.315
H 1.149 -2.121 -7.740
H 2.150 -0.913 -6.977
H 0.865 0.109 -8.750
H 0.336 0.785 -7.230
H -1.119 -1.414 -8.797
H -1.600 0.280 -8.706
H -1.686 -0.732 -7.270
*
```